No. 1
{
  "formula": "C3H3ClO2",
  "method": "the ωB97M-V functional and the def2-TZVPD basis",
  "e_homo_ha": [-0.302, -0.301],
  "total_charge": 0,
  "e_lumo_ha": [-0.0135, -0.0141],
  "orbital_gap_ev": [7.8, 7.8],
  "de_lowest_kj_mol": 249.1,
  "molar_mass_g_mol": 106.51,
  "max_force_ha_per_bohr": 0.065,
  "species": ["C", "C", "C", "O", "O", "Cl", "H", "H", "H"],
  "xyz": [[0.087, -0.103, -0.877], [1.397, 0.262, 1.220], [-1.316, -0.306, -0.513], [0.682, 0.056, -1.862], [1.043, -0.117, 2.258], [2.937, 1.052, 0.951], [-1.391, -1.243, 0.011], [-1.986, -0.170, -1.460], [-1.454, 0.570, 0.272]],
  "nbo_charge": [0.67, 0.34, -0.77, -0.44, -0.54, -0.08, 0.27, 0.26, 0.28]
}

=====

No. 2
{
  "formula": "C3H3ClOS",
  "method": "the ωB97M-V functional and the def2-TZVPD basis",
  "e_homo_ha": -0.333,
  "total_charge": 0,
  "e_lumo_ha": 0.0123,
  "orbital_gap_ev": 9.4,
  "de_lowest_kj_mol": 96.7,
  "smiles": "S=C1OC[C@@H]1Cl",
  "molar_mass_g_mol": 122.58,
  "max_force_ha_per_bohr": 0.062,
  "species": ["C", "C", "C", "H", "H", "H", "O", "S", "Cl"],
  "xyz": [[-0.681, 0.102, 0.748], [-0.891, -1.463, 0.730], [0.714, -0.308, 0.142], [-0.725, 0.504, 1.780], [-1.610, -1.919, 0.036], [-0.894, -2.002, 1.695], [0.466, -1.575, 0.145], [1.950, 0.562, -0.291], [-1.562, 1.003, -0.573]],
  "nbo_charge": [-0.29, -0.09, 0.18, 0.25, 0.21, 0.20, -0.46, 0.02, -0.03]
}

=====

No. 3
{
  "formula": "C3H3ClS",
  "method": "the ωB97M-V functional and the def2-TZVPD basis",
  "e_homo_ha": -0.337,
  "total_charge": 0,
  "e_lumo_ha": -0.0399,
  "orbital_gap_ev": 8.1,
  "de_lowest_kj_mol": 148.7,
  "smiles": "C#CC=S.Cl",
  "molar_mass_g_mol": 106.58,
  "max_force_ha_per_bohr": 0.012,
  "species": ["C", "C", "C", "H", "H", "H", "S", "Cl"],
  "xyz": [[1.347, 0.198, 0.649], [0.279, 1.001, 0.153], [-0.633, 1.685, -0.242], [-1.714, -1.219, 0.677], [1.381, 0.098, 1.737], [-1.436, 2.287, -0.612], [2.457, -0.537, -0.271], [-2.559, -0.581, -0.049]],
  "nbo_charge": [-0.36, -0.09, -0.13, 0.27, 0.22, 0.25, 0.11, -0.26]
}

=====

No. 4
{
  "formula": "C3H3ClS",
  "method": "the ωB97M-V functional and the def2-TZVPD basis",
  "e_homo_ha": -0.322,
  "total_charge": 0,
  "e_lumo_ha": -0.0315,
  "orbital_gap_ev": 7.9,
  "de_lowest_kj_mol": 31.3,
  "smiles": "S=C/C=C\\Cl",
  "molar_mass_g_mol": 106.58,
  "max_force_ha_per_bohr": 0.071,
  "species": ["C", "C", "C", "H", "H", "H", "S", "Cl"],
  "xyz": [[-1.206, 0.868, 0.061], [0.149, 0.988, -0.156], [0.862, -0.269, -0.205], [-1.772, 1.753, 0.441], [0.741, 1.896, -0.168], [0.385, -1.264, -0.264], [2.464, -0.232, 0.089], [-2.212, -0.482, 0.022]],
  "nbo_charge": [-0.18, -0.30, -0.31, 0.22, 0.25, 0.23, 0.03, 0.06]
}

=====

No. 5
{
  "formula": "C3H3ClS2",
  "method": "the ωB97M-V functional and the def2-TZVPD basis",
  "e_homo_ha": -0.314,
  "total_charge": 0,
  "e_lumo_ha": 0.0016,
  "orbital_gap_ev": 8.6,
  "de_lowest_kj_mol": 91.3,
  "smiles": "ClC1=CSSC1",
  "molar_mass_g_mol": 138.64,
  "max_force_ha_per_bohr": 0.067,
  "species": ["C", "C", "C", "S", "S", "Cl", "H", "H", "H"],
  "xyz": [[0.246, -1.577, -0.309], [-0.421, -0.450, -0.198], [0.205, 0.840, 0.089], [2.302, -1.142, 0.002], [1.938, 0.850, -0.564], [-2.139, -0.424, -0.443], [-0.176, -2.445, -0.765], [-0.472, 1.523, -0.482], [0.083, 1.161, 1.060]],
  "nbo_charge": [-0.21, -0.09, -0.57, 0.01, 0.12, 0.02, 0.23, 0.25, 0.23]
}

=====

No. 6
{
  "formula": "C3H3CoO2",
  "method": "the ωB97M-V functional and the def2-TZVPD basis",
  "e_homo_ha": [-0.783, -0.991],
  "total_charge": 3,
  "e_lumo_ha": [-0.6162, -0.6774],
  "orbital_gap_ev": [4.5, 8.5],
  "de_lowest_kj_mol": 0.0,
  "molar_mass_g_mol": 129.99,
  "spin_multiplicity": 6,
  "s2": 8.76,
  "max_force_ha_per_bohr": 0.138,
  "species": ["O", "C", "O", "Co", "C", "C", "H", "H", "H"],
  "xyz": [[0.754, -0.357, -0.093], [1.862, 0.048, -0.069], [3.030, -0.053, -0.027], [4.877, 0.769, -0.042], [-1.423, 0.357, 0.068], [-2.359, -0.510, 0.012], [-1.128, 1.401, 0.162], [-3.366, -0.064, 0.096], [-2.246, -1.591, -0.108]],
  "mulliken_spin": [0.02, 0.02, 0.04, 2.95, 1.28, 0.47, 0.05, 0.11, 0.08]
}

=====

No. 7
{
  "formula": "C3H3CoO3",
  "method": "the ωB97M-V functional and the def2-TZVPD basis",
  "e_homo_ha": [-0.479, -0.594],
  "total_charge": 1,
  "e_lumo_ha": [-0.1944, -0.2557],
  "orbital_gap_ev": [7.7, 9.2],
  "de_lowest_kj_mol": 296.4,
  "molar_mass_g_mol": 145.99,
  "spin_multiplicity": 6,
  "s2": 8.77,
  "max_force_ha_per_bohr": 0.117,
  "species": ["O", "O", "C", "C", "O", "C", "Co", "H", "H", "H"],
  "xyz": [[-0.709, -0.227, 0.946], [0.484, -1.169, -1.410], [1.110, 0.006, -1.334], [0.726, 0.962, -0.367], [-2.492, -0.419, 2.856], [-1.724, -0.851, 2.085], [-0.697, -1.646, -0.167], [1.886, 0.243, -2.078], [-0.130, 1.597, -0.653], [1.545, 1.504, 0.123]],
  "mulliken_spin": [0.63, 0.16, 0.07, 0.71, 0.16, 0.46, 2.69, 0.05, 0.02, 0.05]
}

=====

No. 8
{
  "formula": "C3H3CrO4",
  "method": "the ωB97M-V functional and the def2-TZVPD basis",
  "e_homo_ha": [-0.318, -0.274],
  "total_charge": 0,
  "e_lumo_ha": [-0.0679, -0.0673],
  "orbital_gap_ev": [6.8, 5.6],
  "de_lowest_kj_mol": 11.7,
  "molar_mass_g_mol": 155.05,
  "spin_multiplicity": 4,
  "s2": 3.76,
  "max_force_ha_per_bohr": 0.064,
  "species": ["O", "C", "O", "O", "C", "O", "Cr", "C", "H", "H", "H"],
  "xyz": [[-1.911, 1.154, 0.188], [-0.816, 0.741, -0.198], [-0.022, 1.226, -1.050], [-0.023, -1.519, 0.256], [-0.124, -0.286, 0.732], [0.736, 0.068, 1.519], [2.403, 1.052, -0.818], [-1.206, -2.301, 0.051], [-0.886, -3.346, 0.085], [-1.948, -2.112, 0.838], [-1.642, -2.075, -0.929]],
  "mulliken_spin": [0.00, 0.00, -0.01, 0.00, 0.00, 0.00, 3.01, 0.00, 0.00, 0.00, 0.00]
}